Record 1
{
  "formula": "C2H29O13V",
  "method": "the ωB97M-V functional and the def2-TZVPD basis",
  "lumo_ha": [-0.1704, -0.1737],
  "de_lowest_ev": 2.4558,
  "charge": 1,
  "largest_force_ev_per_a": 3.9,
  "e_tot_ev": -54842.6149,
  "spin_multiplicity": 4,
  "gap_ev": [7.981, 8.100],
  "symbols": ["V", "C", "C", "O", "H", "H", "H", "H", "H", "O", "H", "H", "O", "H", "H", "O", "H", "H", "O", "H", "H", "O", "H", "H", "O", "H", "H", "O", "H", "H", "O", "H", "H", "O", "H", "H", "O", "H", "H", "O", "H", "H", "O", "H", "H"],
  "xyz": [[-2.558, -1.539, 1.104], [0.412, 1.081, 1.692], [0.237, 0.388, 0.436], [-0.584, -0.801, 0.716], [-0.507, 1.534, 1.887], [1.029, 1.926, 1.596], [0.728, 0.276, 2.426], [1.251, 0.117, 0.125], [-0.240, 1.031, -0.266], [-1.835, 3.075, -0.544], [-2.587, 3.604, -0.563], [-1.627, 2.597, -1.346], [0.455, -1.645, -1.875], [0.276, -1.311, -1.007], [0.222, -2.533, -1.882], [1.167, 3.059, -1.043], [1.158, 2.373, -1.735], [0.310, 2.914, -0.669], [-2.850, -1.558, -1.059], [-2.923, -2.392, -1.487], [-2.199, -1.105, -1.567], [1.885, -1.677, 1.877], [1.066, -1.137, 1.748], [2.004, -1.980, 2.774], [-2.027, 1.081, -2.406], [-2.983, 0.927, -2.351], [-1.884, 1.336, -3.299], [3.505, 1.642, 0.495], [3.742, 0.874, 0.926], [2.587, 1.728, 0.438], [-2.320, -1.048, 3.218], [-1.815, -0.330, 3.526], [-2.050, -1.798, 3.797], [-3.119, 0.567, 0.743], [-3.611, 0.728, -0.044], [-2.312, 1.068, 0.646], [0.706, -3.972, 1.125], [0.923, -4.386, 1.907], [1.209, -3.156, 1.180], [3.284, -1.147, -1.198], [2.657, -1.271, -0.555], [4.144, -0.972, -0.881], [1.489, 0.970, -2.909], [1.324, 0.255, -2.294], [2.260, 0.606, -3.401]]
}

Record 2
{
  "formula": "C2H29O15",
  "method": "the ωB97M-V functional and the def2-TZVPD basis",
  "lumo_ha": [-0.0117, -0.2302],
  "charge": 0,
  "largest_force_ev_per_a": 4.5,
  "e_tot_ev": -33255.4911,
  "spin_multiplicity": 2,
  "gap_ev": [11.180, 5.212],
  "symbols": ["C", "C", "O", "O", "H", "H", "H", "O", "H", "H", "O", "H", "H", "O", "H", "H", "O", "H", "H", "O", "H", "H", "O", "H", "H", "O", "H", "H", "O", "H", "H", "O", "H", "H", "O", "H", "H", "O", "H", "H", "O", "H", "H", "O", "H", "H"],
  "xyz": [[-0.216, -0.094, -0.279], [0.263, 0.460, 1.067], [1.446, 0.840, 1.173], [-0.555, 0.369, 2.042], [0.276, -1.051, -0.456], [0.088, 0.492, -1.146], [-1.281, -0.319, -0.333], [0.450, 1.534, -3.996], [0.095, 1.904, -3.188], [-0.234, 1.682, -4.649], [-1.612, -3.019, 0.737], [-1.310, -2.183, 0.381], [-2.530, -3.074, 0.473], [0.662, -0.344, 4.308], [0.401, 0.167, 3.542], [-0.065, -0.950, 4.451], [-0.562, -2.787, -2.426], [0.171, -2.205, -2.628], [-0.183, -3.665, -2.444], [-3.446, 1.191, 0.591], [-2.840, 1.010, 1.310], [-4.002, 0.414, 0.544], [1.455, -1.174, -3.180], [0.761, -0.514, -3.191], [2.229, -0.702, -2.872], [-1.410, 2.520, -1.336], [-2.052, 1.916, -0.963], [-1.491, 3.314, -0.807], [0.907, 2.969, 3.132], [1.596, 2.640, 2.554], [0.131, 2.463, 2.893], [-2.318, -1.556, 3.176], [-1.836, -0.833, 2.773], [-2.043, -2.331, 2.686], [2.373, 2.909, -1.234], [2.636, 1.989, -1.269], [1.491, 2.893, -0.863], [-2.969, -2.121, -1.559], [-2.221, -2.455, -2.055], [-2.985, -1.184, -1.752], [3.936, -0.334, 2.149], [3.074, 0.069, 2.052], [3.966, -0.620, 3.062], [3.036, -0.152, -1.140], [3.963, 0.083, -1.106], [2.757, -0.163, -0.224]]
}

Record 3
{
  "formula": "C2H2AgFO",
  "method": "the ωB97M-V functional and the def2-TZVPD basis",
  "lumo_ha": [-0.2254, -0.2613],
  "de_lowest_ev": 0.0000,
  "charge": 1,
  "largest_force_ev_per_a": 3.4,
  "e_tot_ev": -10858.2054,
  "spin_multiplicity": 2,
  "gap_ev": [8.977, 9.855],
  "symbols": ["C", "C", "F", "O", "H", "H", "Ag"],
  "xyz": [[-0.023, 0.686, 0.167], [-0.429, -0.670, 0.318], [-1.012, 1.513, -0.283], [0.526, -0.102, -0.899], [-1.437, -0.954, 0.010], [0.125, -1.345, 0.972], [2.251, 0.872, -0.284]]
}

Q: Which formula does entry 3 have?
A: C2H2AgFO

Q: Which formula does entry 2 have?
A: C2H29O15